No. 1
DFT (ωB97M-V/def2-TZVPD) results for 12 unconnected molecules or ions with the total composition C20H64F3N17O14S in a non-equilibrium geometry.

Results
* spin multiplicity: 2
* charge: +1
* orbital gap (spin up / spin down): 7.66 / 2.07 eV
* F_max: 0.1650 Eh/bohr

Last columns: bonded neighbours and bond lengths (Å).
Positions of all 119 atoms, in Å:
1 O 15.97 -9.59 -8.42  H2 0.960, H3 0.960, H4 0.960
2 H 16.92 -9.49 -8.36  O1 0.960
3 H 15.52 -8.74 -8.48  O1 0.960
4 H 15.67 -10.13 -9.15  O1 0.960
5 C 14.19 -4.90 -7.45  F6 1.337, F7 1.300, F8 1.340, S9 1.984
6 F 14.05 -3.69 -7.99  C5 1.337
7 F 14.30 -4.90 -6.16  C5 1.300
8 F 12.99 -5.34 -7.83  C5 1.340
9 S 15.48 -6.14 -8.33  C5 1.984, O10 1.488, O11 1.526, O12 1.429
10 O 14.67 -7.36 -8.58  S9 1.488
11 O 15.83 -5.50 -9.67  S9 1.526
12 O 16.56 -6.35 -7.42  S9 1.429
13 C 8.76 -4.92 -6.55  O14 1.204, N15 1.260, N16 1.293
14 O 8.15 -3.89 -6.47  C13 1.204
15 N 9.94 -4.96 -6.99  C13 1.260, H17 1.010, H18 1.010
16 N 8.35 -6.11 -6.24  C13 1.293, H19 1.010, H20 1.010
17 H 10.35 -5.87 -7.12  N15 1.010
18 H 10.29 -4.07 -7.34  N15 1.010
19 H 8.94 -6.92 -6.19  N16 1.010
20 H 7.37 -6.15 -6.02  N16 1.010
21 C 19.23 -4.89 -5.68  O22 1.220, N23 1.311, N24 1.319
22 O 20.24 -4.39 -5.22  C21 1.220
23 N 19.16 -5.40 -6.89  C21 1.311, H25 1.010, H26 1.010
24 N 18.07 -5.13 -5.10  C21 1.319, H27 1.010, H28 1.010
25 H 20.00 -5.26 -7.43  N23 1.010
26 H 18.43 -6.08 -7.07  N23 1.010
27 H 17.89 -4.91 -4.14  N24 1.010
28 H 17.33 -5.36 -5.76  N24 1.010
29 C 16.19 -10.05 -4.74  O30 1.236, N31 1.303, N32 1.284
30 O 15.14 -9.40 -4.73  C29 1.236
31 N 16.44 -11.24 -4.28  C29 1.303, H33 1.010, H34 1.010
32 N 17.20 -9.51 -5.34  C29 1.284, H35 1.010, H36 1.010
33 H 17.42 -11.42 -4.09  N31 1.010
34 H 15.80 -11.99 -4.07  N31 1.010
35 H 16.99 -8.90 -6.11  N32 1.010
36 H 18.08 -9.98 -5.22  N32 1.010
37 C 12.75 -10.65 -10.11  O38 1.250, N39 1.297, N40 1.324
38 O 14.00 -10.59 -10.11  C37 1.250
39 N 11.97 -9.68 -9.75  C37 1.297, H41 1.010, H42 1.010
40 N 12.10 -11.72 -10.54  C37 1.324, H43 1.010, H44 1.010
41 H 12.37 -8.86 -9.32  N39 1.010
42 H 11.00 -9.93 -9.59  N39 1.010
43 H 11.11 -11.62 -10.72  N40 1.010
44 H 12.68 -12.34 -11.09  N40 1.010
45 C 16.10 -8.19 -12.10  O46 1.218, N47 1.245, N48 1.245
46 O 16.58 -8.74 -11.13  C45 1.218
47 N 15.16 -7.38 -11.98  C45 1.245, H49 1.010, H50 1.010
48 N 16.60 -8.25 -13.24  C45 1.245, H51 1.010, H52 1.010
49 H 14.92 -7.22 -11.01  N47 1.010
50 H 14.56 -6.98 -12.68  N47 1.010
51 H 17.53 -8.64 -13.26  N48 1.010
52 H 16.15 -7.65 -13.91  N48 1.010
53 C 18.51 -4.53 -12.19  O54 1.244, N55 1.292, N56 1.254
54 O 19.61 -4.15 -12.64  C53 1.244
55 N 18.36 -5.09 -11.04  C53 1.292, H57 1.010, H58 1.010
56 N 17.40 -4.52 -12.77  C53 1.254, H59 1.010, H60 1.010
57 H 17.39 -5.15 -10.78  N55 1.010
58 H 19.19 -5.47 -10.59  N55 1.010
59 H 16.65 -4.97 -12.26  N56 1.010
60 H 17.17 -3.88 -13.51  N56 1.010
61 C 11.81 -8.65 -6.20  O62 1.226, N63 1.302, N64 1.299
62 O 10.87 -8.00 -6.62  C61 1.226
63 N 11.87 -9.94 -5.97  C61 1.302, H65 1.010, H66 1.010
64 N 12.86 -8.07 -5.71  C61 1.299, H67 1.010, H68 1.010
65 H 11.09 -10.41 -6.41  N63 1.010
66 H 12.69 -10.41 -5.63  N63 1.010
67 H 13.71 -8.51 -5.39  N64 1.010
68 H 12.69 -7.08 -5.68  N64 1.010
69 C 17.37 -0.38 -9.58  C70 1.551, H75 1.090, H76 1.090, H77 1.090
70 C 15.95 -0.98 -9.74  C69 1.551, C71 1.520, N74 1.452, H78 1.090
71 C 15.00 0.02 -10.38  C70 1.520, O72 1.420, H79 1.090, H80 1.090
72 O 13.72 -0.57 -10.56  C71 1.420, C73 1.401
73 C 12.94 -0.58 -9.39  O72 1.401, H81 1.090, H82 1.090, H83 1.090
74 N 16.16 -2.13 -10.59  C70 1.452, H84 1.010, H85 1.010
75 H 17.94 -1.16 -9.08  C69 1.090
76 H 17.43 0.46 -8.88  C69 1.090
77 H 17.94 -0.07 -10.46  C69 1.090
78 H 15.55 -1.07 -8.73  C70 1.090
79 H 15.43 0.30 -11.33  C71 1.090
80 H 14.96 0.93 -9.78  C71 1.090
81 H 12.76 0.38 -8.91  C73 1.090
82 H 13.36 -1.30 -8.68  C73 1.090
83 H 11.96 -1.03 -9.53  C73 1.090
84 H 16.16 -3.01 -10.09  N74 1.010
85 H 15.27 -2.17 -11.07  N74 1.010
86 C 11.65 -5.16 -10.92  C87 1.503, H92 1.090, H93 1.090, H94 1.090
87 C 11.95 -4.59 -12.28  C86 1.503, C88 1.541, N91 1.495, H95 1.090
88 C 11.16 -3.33 -12.68  C87 1.541, O89 1.437, H96 1.090, H97 1.090
89 O 11.67 -2.70 -13.86  C88 1.437, C90 1.407
90 C 10.88 -1.57 -14.17  O89 1.407, H98 1.090, H99 1.090, H100 1.090
91 N 13.42 -4.36 -12.37  C87 1.495, H101 1.010, H102 1.010
92 H 12.34 -5.98 -10.73  C86 1.090
93 H 10.59 -5.40 -11.02  C86 1.090
94 H 11.70 -4.37 -10.18  C86 1.090
95 H 11.77 -5.29 -13.10  C87 1.090
96 H 11.09 -2.53 -11.94  C88 1.090
97 H 10.13 -3.65 -12.82  C88 1.090
98 H 9.98 -1.34 -13.60  C90 1.090
99 H 10.52 -1.74 -15.18  C90 1.090
100 H 11.35 -0.60 -14.03  C90 1.090
101 H 13.44 -3.77 -13.19  N91 1.010
102 H 13.68 -3.82 -11.56  N91 1.010
103 C 17.81 -1.42 -5.41  C104 1.608, H109 1.090, H110 1.090, H111 1.090
104 C 16.29 -0.88 -5.39  C103 1.608, C105 1.620, N108 1.414, H112 1.090
105 C 15.21 -2.06 -5.11  C104 1.620, O106 1.444, H113 1.090, H114 1.090
106 O 15.43 -2.75 -3.86  C105 1.444, C107 1.461
107 C 14.19 -3.39 -3.42  O106 1.461, H115 1.090, H116 1.090, H117 1.090
108 N 16.13 0.09 -4.38  C104 1.414, H118 1.010, H119 1.010
109 H 18.34 -0.52 -5.74  C103 1.090
110 H 18.05 -2.19 -6.13  C103 1.090
111 H 18.29 -1.64 -4.45  C103 1.090
112 H 16.06 -0.36 -6.32  C104 1.090
113 H 15.36 -2.80 -5.91  C105 1.090
114 H 14.20 -1.69 -5.22  C105 1.090
115 H 13.35 -2.70 -3.44  C107 1.090
116 H 14.31 -3.84 -2.44  C107 1.090
117 H 13.83 -4.21 -4.05  C107 1.090
118 H 16.47 -0.32 -3.52  N108 1.010
119 H 15.15 0.32 -4.25  N108 1.010


No. 2
DFT (ωB97M-V/def2-TZVPD) results for 12 unconnected molecules or ions with the total composition C20H64O16 in a non-equilibrium geometry.

Results
* charge: 0
* orbital gap: 8.75 eV
* SMILES: OCCO.OCCO.OCCO.OCCO.CCO.CCO.CCO.CCO.CO.CO.CO.CO
* F_max: 0.0618 Eh/bohr

Last columns: bonded neighbours and bond lengths (Å).
Positions of all 100 atoms, in Å:
1 O 22.69 1.26 16.60  C2 1.395, H5 0.960
2 C 21.75 0.81 15.68  O1 1.395, C3 1.618, H6 1.090, H7 1.090
3 C 20.30 1.27 16.25  C2 1.618, O4 1.397, H8 1.090, H9 1.090
4 O 20.21 2.66 16.39  C3 1.397, H10 0.960
5 H 22.70 2.22 16.60  O1 0.960
6 H 22.08 1.25 14.74  C2 1.090
7 H 21.72 -0.28 15.57  C2 1.090
8 H 20.02 0.76 17.17  C3 1.090
9 H 19.52 0.93 15.57  C3 1.090
10 H 20.53 2.98 17.24  O4 0.960
11 O 11.45 0.90 12.40  C12 1.435, H15 0.960
12 C 12.39 0.34 11.47  O11 1.435, C13 1.590, H16 1.090, H17 1.090
13 C 13.58 -0.33 12.28  C12 1.590, O14 1.411, H18 1.090, H19 1.090
14 O 14.15 0.40 13.34  C13 1.411, H20 0.960
15 H 10.75 0.96 11.75  O11 0.960
16 H 11.80 -0.43 10.98  C12 1.090
17 H 12.74 1.06 10.73  C12 1.090
18 H 14.36 -0.71 11.61  C13 1.090
19 H 13.12 -1.21 12.71  C13 1.090
20 H 14.76 -0.14 13.85  O14 0.960
21 O 12.43 2.64 14.51  C22 1.407, H25 0.960
22 C 12.30 1.85 15.67  O21 1.407, C23 1.531, H26 1.090, H27 1.090
23 C 12.41 2.84 16.83  C22 1.531, O24 1.467, H28 1.090, H29 1.090
24 O 13.61 3.69 16.76  C23 1.467, H30 0.960
25 H 12.23 2.01 13.81  O21 0.960
26 H 11.31 1.40 15.66  C22 1.090
27 H 13.04 1.07 15.82  C22 1.090
28 H 12.41 2.48 17.85  C23 1.090
29 H 11.53 3.48 16.70  C23 1.090
30 H 13.93 3.63 17.66  O24 0.960
31 O 15.39 2.10 22.00  C32 1.471, H35 0.960
32 C 16.20 2.07 20.78  O31 1.471, C33 1.568, H36 1.090, H37 1.090
33 C 15.58 2.93 19.63  C32 1.568, O34 1.399, H38 1.090, H39 1.090
34 O 15.84 4.30 19.65  C33 1.399, H40 0.960
35 H 14.88 1.28 22.06  O31 0.960
36 H 17.21 2.19 21.18  C32 1.090
37 H 16.07 1.01 20.57  C32 1.090
38 H 14.52 2.81 19.41  C33 1.090
39 H 16.12 2.59 18.75  C33 1.090
40 H 15.40 4.69 20.40  O34 0.960
41 C 15.22 -3.78 11.88  C42 1.477, H44 1.090, H45 1.090, H46 1.090
42 C 15.70 -3.39 13.22  C41 1.477, O43 1.340, H47 1.090, H48 1.090
43 O 15.75 -2.05 13.26  C42 1.340, H49 0.960
44 H 14.18 -3.47 11.76  C41 1.090
45 H 15.33 -4.83 11.62  C41 1.090
46 H 15.74 -3.43 10.99  C41 1.090
47 H 16.66 -3.87 13.41  C42 1.090
48 H 15.05 -3.74 14.02  C42 1.090
49 H 15.83 -1.74 14.17  O43 0.960
50 C 16.96 -1.65 17.02  C51 1.581, H53 1.090, H54 1.090, H55 1.090
51 C 16.14 -0.44 16.41  C50 1.581, O52 1.347, H56 1.090, H57 1.090
52 O 15.14 -0.88 15.62  C51 1.347, H58 0.960
53 H 17.95 -1.31 17.31  C50 1.090
54 H 17.15 -2.45 16.30  C50 1.090
55 H 16.60 -2.25 17.85  C50 1.090
56 H 16.81 0.12 15.76  C51 1.090
57 H 15.74 0.24 17.16  C51 1.090
58 H 14.53 -1.37 16.17  O52 0.960
59 C 20.22 -6.25 17.45  C60 1.558, H62 1.090, H63 1.090, H64 1.090
60 C 19.10 -5.27 17.91  C59 1.558, O61 1.409, H65 1.090, H66 1.090
61 O 18.17 -6.00 18.69  C60 1.409, H67 0.960
62 H 20.81 -6.58 18.31  C59 1.090
63 H 20.97 -5.77 16.81  C59 1.090
64 H 19.89 -7.09 16.84  C59 1.090
65 H 18.58 -4.92 17.02  C60 1.090
66 H 19.42 -4.45 18.55  C60 1.090
67 H 18.21 -6.88 18.33  O61 0.960
68 C 18.78 -2.68 21.94  C69 1.612, H71 1.090, H72 1.090, H73 1.090
69 C 18.02 -3.94 21.27  C68 1.612, O70 1.447, H74 1.090, H75 1.090
70 O 17.28 -3.21 20.27  C69 1.447, H76 0.960
71 H 19.26 -1.99 21.24  C68 1.090
72 H 19.64 -2.95 22.55  C68 1.090
73 H 18.10 -2.16 22.61  C68 1.090
74 H 17.24 -4.39 21.88  C69 1.090
75 H 18.66 -4.74 20.90  C69 1.090
76 H 17.13 -3.79 19.52  O70 0.960
77 C 21.10 -2.10 17.74  O78 1.406, H79 1.090, H80 1.090, H81 1.090
78 O 20.23 -1.92 16.64  C77 1.406, H82 0.960
79 H 20.92 -3.13 18.06  C77 1.090
80 H 22.14 -2.11 17.42  C77 1.090
81 H 20.97 -1.31 18.47  C77 1.090
82 H 20.43 -2.58 15.97  O78 0.960
83 C 17.06 3.28 15.39  O84 1.430, H85 1.090, H86 1.090, H87 1.090
84 O 15.78 2.88 14.91  C83 1.430, H88 0.960
85 H 17.19 4.28 15.81  C83 1.090
86 H 17.23 2.72 16.31  C83 1.090
87 H 17.92 3.12 14.73  C83 1.090
88 H 15.91 2.15 14.30  O84 0.960
89 C 16.97 1.57 12.00  O90 1.387, H91 1.090, H92 1.090, H93 1.090
90 O 17.25 0.98 13.22  C89 1.387, H94 0.960
91 H 17.01 2.66 12.06  C89 1.090
92 H 17.81 1.38 11.33  C89 1.090
93 H 16.04 1.26 11.52  C89 1.090
94 H 17.82 0.22 13.09  O90 0.960
95 C 13.65 -3.56 17.91  O96 1.406, H97 1.090, H98 1.090, H99 1.090
96 O 13.49 -2.57 16.93  C95 1.406, H100 0.960
97 H 13.82 -4.55 17.49  C95 1.090
98 H 14.47 -3.47 18.62  C95 1.090
99 H 12.73 -3.62 18.49  C95 1.090
100 H 12.63 -2.22 17.17  O96 0.960


> Which of these has the lowest F_max?

C20H64O16


> What is the formula in the first record?

C20H64F3N17O14S


> Look up the charge of the first one.

+1